Record 1
{"formula": "C4H8LaO", "method": "wB97M-V/def2-TZVPD", "lumo_ev": -15.16, "total_charge": 3, "gap_ev": 6.484, "homo_ha": -0.795, "species": ["La", "O", "C", "C", "C", "C", "H", "H", "H", "H", "H", "H", "H", "H"], "xyz": [[-4.38650, -1.51247, -0.03381], [-1.85988, -0.65417, 0.02440], [-1.00312, -0.03914, -0.87758], [0.08420, 0.66379, -0.13043], [1.13612, -0.27017, 0.98329], [1.50259, 0.64724, -0.26289], [2.05868, 1.53580, 0.03051], [-0.29447, 1.37776, 0.60946], [2.02622, -0.41562, 1.59775], [-0.53037, -0.75334, -1.57543], [0.63880, -1.08940, 0.45575], [0.16768, -0.34254, 1.75007], [1.89986, 0.06448, -1.09518], [-1.43979, 0.78778, -1.47591]], "forces_ev_per_a": [[3.923, 1.290, 0.137], [-4.974, -1.571, 0.029], [1.515, -0.301, -0.691], [0.288, 2.998, 1.437], [-4.011, -3.265, 0.855], [-1.060, 1.132, -0.924], [-0.090, -0.154, 0.042], [-0.002, 0.254, -0.711], [0.014, -0.020, -0.152], [-0.407, 0.006, 0.090], [2.108, -1.772, 0.527], [2.454, 1.709, -1.238], [0.210, -0.019, 0.420], [0.031, -0.290, 0.179]]}


Record 2
{"formula": "C4H8MgO8", "method": "wB97M-V/def2-TZVPD", "lumo_ev": [2.97, -0.36], "total_charge": -1, "spin_multiplicity": 2, "gap_ev": [8.036, 4.251], "homo_ha": [-0.186, -0.170], "species": ["Mg", "O", "O", "O", "O", "O", "O", "O", "O", "C", "C", "C", "C", "H", "H", "H", "H", "H", "H", "H", "H"], "xyz": [[0.09043, 0.03951, 0.35656], [3.42763, -2.06202, -0.05782], [-0.45429, -0.13889, -1.54289], [1.19039, -2.05123, 0.12277], [2.16948, -0.24311, 0.27881], [-0.50779, -1.21993, -3.50329], [0.18342, 2.00217, 0.60396], [-1.29013, -0.67728, 1.55840], [-2.10122, 0.10739, -2.82822], [2.23571, -1.43099, 0.15938], [0.64591, 3.16804, 0.04217], [-1.01108, -0.42491, -2.59075], [-1.98943, -0.84985, 2.76132], [-2.29867, 0.09051, 3.21761], [-2.94251, -1.35708, 2.61139], [1.43693, 3.01202, -0.69135], [-0.19989, 3.64115, -0.45671], [-1.32823, -1.29200, -3.99651], [-1.39502, -1.32111, 3.54406], [0.92767, 3.96886, 0.72583], [3.21072, -2.96120, -0.31476]], "forces_ev_per_a": [[-0.456, -2.278, -0.587], [0.518, 0.462, 0.187], [3.493, -0.228, 2.711], [-1.814, -3.181, 0.155], [1.796, 6.305, 1.103], [1.109, -1.636, -0.834], [0.351, 1.255, 0.443], [0.082, 0.499, 0.648], [-1.668, -0.239, -1.675], [-0.636, -2.840, -1.211], [-0.061, -0.298, -0.258], [-2.772, 2.969, 1.326], [0.527, 0.783, -1.228], [0.040, 0.684, 0.078], [-0.027, -0.606, -0.051], [-0.032, -0.183, -0.138], [-0.468, -0.140, -0.524], [-0.038, -0.359, -1.043], [0.142, -0.536, 0.058], [0.159, -0.318, 0.741], [-0.243, -0.116, 0.099]]}


E values, unit Eh, following the record order: -262.66681; -959.36590.